*a*
# CH4O2S2

A structure of composition CH4O2S2 (the ωB97M-V functional and the def2-TZVPD basis, the Open Molecules 2025 dataset).

Each line ends with the Mulliken charge.
Positions of all 9 atoms, in Å:
C1 -0.45 0.16 -0.11  0.108
O1 -1.32 1.03 0.41  -0.434
O2 -0.11 0.75 -1.83  -0.611
S1 1.50 -1.70 1.05  -0.236
S2 1.42 0.19 0.38  -0.008
H1 -0.79 -0.79 -0.03  0.427
H2 -1.27 1.90 0.02  0.331
H3 -0.93 1.02 -2.14  0.245
H4 2.35 -2.49 0.26  0.178

HOMO-LUMO gap ... 9.4 eV
E_HOMO ... -9.09 eV
M ... 112.2 g/mol

*b*
# CH4O2S2

A cluster of 2 separate species, CH4O2S2 in total (the ωB97M-V functional and the def2-TZVPD basis, the Open Molecules 2025 dataset).

Each line ends with the Mulliken charge.
Positions of all 9 atoms, in Å:
O1 1.44 -4.37 3.15  -0.438
C1 1.59 -3.21 3.36  0.256
O2 2.65 -2.46 2.96  -0.414
H1 0.75 -2.53 3.60  0.277
H2 3.05 -2.99 2.26  0.319
S1 -0.64 2.91 -2.74  -0.186
S2 -2.02 1.72 -1.63  -0.175
H3 -1.11 4.10 -2.26  0.183
H4 -2.81 1.54 -2.68  0.178

HOMO-LUMO gap ... 9.7 eV
E_HOMO ... -9.66 eV
M ... 112.2 g/mol

Which is most stable, and by how much? *b*, by 0.0737 hartree.

*a*
# C9H8O2

The molecule C9H8O2 (the ωB97M-V functional and the def2-TZVPD basis, the Open Molecules 2025 dataset).

Each line ends with the Mulliken charge.
Positions of all 19 atoms, in Å:
O1 -3.98 -1.09 -0.18  -0.493
C1 -3.78 0.10 0.03  -0.136
C2 -2.35 0.61 0.09  -0.567
C3 -1.31 -0.15 0.01  0.057
C4 0.10 0.09 -0.02  1.133
C5 0.44 1.45 -0.08  -0.687
C6 1.74 1.72 0.07  -0.416
C7 2.76 0.76 -0.13  -0.728
C8 2.37 -0.55 0.03  0.715
O2 3.22 -1.59 -0.11  -0.533
C9 0.96 -0.92 0.18  -0.638
H1 -4.65 0.76 0.24  0.342
H2 -2.29 1.68 0.05  0.302
H3 -1.69 -1.32 0.08  0.101
H4 -0.37 2.11 0.23  0.179
H5 1.97 2.77 0.18  0.378
H6 3.72 1.05 -0.51  0.435
H7 3.11 -2.29 0.54  0.322
H8 0.72 -1.97 0.47  0.233

HOMO-LUMO gap ... 8.6 eV
E_HOMO ... -8.87 eV
M ... 148.2 g/mol

*b*
# C9H8O2

The molecule C9H8O2 (the ωB97M-V functional and the def2-TZVPD basis, the Open Molecules 2025 dataset).

Each line ends with the Mulliken charge.
Positions of all 19 atoms, in Å:
C1 1.65 1.74 -0.06  -0.226
C2 0.21 1.97 0.12  -0.143
C3 2.25 0.54 -0.20  -0.416
C4 -0.69 1.06 -0.18  -0.066
C5 -2.01 0.55 -0.03  0.218
C6 -1.77 -0.72 0.80  -0.552
C7 -1.05 -1.62 -0.21  -0.374
C8 1.65 -0.78 -0.34  0.109
C9 0.17 -0.86 -0.64  0.263
O1 -3.07 0.95 -0.42  -0.581
O2 1.01 -0.99 -1.66  -0.472
H1 2.39 2.60 0.15  0.249
H2 -0.17 2.96 0.57  0.304
H3 3.40 0.59 -0.06  0.212
H4 -1.05 -0.50 1.76  0.251
H5 -2.73 -1.11 1.18  0.341
H6 -0.65 -2.71 0.26  0.257
H7 -1.66 -1.86 -1.07  0.314
H8 2.11 -1.80 0.03  0.310

HOMO-LUMO gap ... 8.6 eV
E_HOMO ... -8.55 eV
M ... 148.2 g/mol

Which is most stable, and by how much? *a*, by 0.1235 hartree.

*a*
# C11H20OSi

A cluster of 2 separate species, C11H20OSi in total (the ωB97M-V functional and the def2-TZVPD basis, the Open Molecules 2025 dataset).

Each line ends with the Mulliken charge.
Positions of all 33 atoms, in Å:
C1 0.03 -2.38 -1.00  0.587
C2 -1.66 -0.50 2.26  -0.890
C3 -0.90 -1.76 2.09  -0.556
C4 2.13 1.60 0.81  -0.612
C5 2.74 0.31 0.56  -0.395
C6 -0.28 -0.35 1.73  0.124
C7 1.65 0.80 -0.34  -0.015
C8 1.30 -2.96 -1.41  -1.312
C9 -1.85 0.97 -2.33  -1.360
C10 -1.27 2.72 -0.42  -1.660
C11 -1.46 1.27 -0.83  0.633
O1 -1.00 -2.95 -1.21  -0.513
Si1 -0.05 0.07 -0.12  -0.160
H1 -2.52 -0.40 1.78  0.374
H2 -1.65 -0.12 3.25  0.266
H3 -0.38 -2.31 2.84  0.265
H4 -1.13 -2.32 1.20  0.155
H5 1.50 1.73 1.60  0.215
H6 2.82 2.55 0.70  0.210
H7 3.86 0.08 0.20  0.219
H8 2.36 -0.45 1.23  0.146
H9 0.53 -0.15 2.48  0.398
H10 1.96 1.23 -1.28  0.501
H11 1.93 -2.27 -1.87  0.314
H12 1.93 -3.32 -0.57  0.266
H13 1.11 -3.90 -2.04  0.345
H14 -2.17 -0.12 -2.23  0.289
H15 -2.68 1.53 -2.70  0.433
H16 -1.02 1.11 -2.95  0.350
H17 -1.26 2.94 0.55  0.463
H18 -2.03 3.19 -0.95  0.514
H19 -0.27 3.19 -0.87  0.223
H20 -2.24 0.95 -0.14  0.180

HOMO-LUMO gap ... 8.4 eV
E_HOMO ... -7.47 eV
M ... 196.4 g/mol

*b*
# C11H20OSi

A cluster of 2 separate species, C11H20OSi in total (the ωB97M-V functional and the def2-TZVPD basis, the Open Molecules 2025 dataset).

Each line ends with the Mulliken charge.
Positions of all 33 atoms, in Å:
C1 -2.68 -2.89 0.48  -0.397
C2 -2.95 -2.68 -0.86  -0.387
C3 -2.58 -1.58 1.17  0.967
C4 -2.68 -0.70 0.07  -0.479
C5 -2.57 -1.36 2.65  -1.179
C6 2.21 -1.32 -1.23  -1.021
C7 3.36 1.66 1.00  -0.905
C8 -0.63 2.23 -2.20  -1.110
C9 0.85 -0.67 -0.78  -0.159
C10 1.96 1.46 1.60  -0.576
C11 0.36 2.51 -1.02  -0.428
O1 -2.85 -1.32 -1.11  -0.205
Si1 0.69 1.00 0.14  -0.181
H1 -2.67 -3.97 0.90  0.247
H2 -3.22 -3.24 -1.78  0.372
H3 -2.35 -2.25 3.09  0.400
H4 -1.75 -0.74 2.79  0.282
H5 -3.50 -0.76 2.90  0.275
H6 2.51 -0.90 -2.19  0.313
H7 3.00 -0.93 -0.51  0.111
H8 2.10 -2.33 -1.31  0.440
H9 3.90 2.11 1.84  0.349
H10 3.93 0.71 0.63  0.230
H11 3.39 2.40 0.04  0.201
H12 -1.38 1.49 -1.79  0.099
H13 -0.94 3.14 -2.55  0.485
H14 -0.15 1.59 -2.97  0.300
H15 0.18 -1.27 -0.05  0.090
H16 0.09 -0.53 -1.51  0.373
H17 1.50 2.36 2.18  0.309
H18 1.83 0.72 2.29  0.481
H19 -0.14 3.28 -0.31  0.269
H20 1.20 2.80 -1.58  0.435

HOMO-LUMO gap (spin up / spin down) ... 8.3 / 5.6 eV
E_HOMO (spin up / spin down) ... -8.42 / -6.56 eV
M ... 196.4 g/mol

Which is most stable, and by how much? *a*, by 0.0837 hartree.

*a*
# C18H18BCl3CrF4N2O5Si

A structure of composition C18H18BCl3CrF4N2O5Si (the ωB97M-V functional and the def2-TZVPD basis, the Open Molecules 2025 dataset).

Each line ends with the Mulliken charge.
Positions of all 53 atoms, in Å:
Cr1 -0.83 0.50 0.54  0.745
O1 -1.25 2.85 3.42  -0.661
Cl1 -1.40 1.42 3.40  1.737
O2 -1.35 0.88 4.73  -0.725
O3 -0.27 0.83 2.61  -0.605
O4 -2.61 1.02 2.73  -0.630
Cl2 -2.17 -1.07 -4.03  -0.279
C1 -2.28 -1.91 -2.51  0.427
C2 -2.78 -3.21 -2.49  -0.600
C3 -2.87 -3.93 -1.33  0.684
Cl3 -3.50 -5.57 -1.37  -0.327
C4 -2.45 -3.37 -0.10  -0.118
C5 -2.46 -4.01 1.16  -0.822
C6 -1.99 -3.34 2.25  -0.945
C7 -1.52 -2.02 2.12  -0.573
N1 -1.52 -1.39 0.97  0.680
C8 -1.96 -2.04 -0.14  0.373
C9 -1.84 -1.27 -1.35  0.151
O5 -1.35 -0.10 -1.29  -0.737
H1 -3.10 -3.67 -3.42  0.427
H2 -2.84 -5.02 1.24  0.394
H3 -1.98 -3.81 3.22  0.392
H4 -1.16 -1.46 2.98  0.525
C10 1.30 3.85 0.91  -1.011
Si1 2.13 2.21 0.60  -0.249
C11 3.60 2.60 -0.54  -1.234
C12 2.93 1.70 2.22  -1.006
N2 1.13 0.98 -0.02  0.438
C13 1.60 0.06 -0.95  0.060
C14 1.65 -1.32 -0.66  0.046
C15 2.07 -2.26 -1.59  -0.694
C16 2.46 -1.87 -2.87  -0.467
C17 2.41 -0.52 -3.19  -0.740
C18 1.98 0.42 -2.26  0.031
H5 2.05 4.59 1.19  0.393
H6 0.56 3.77 1.71  0.246
H7 0.77 4.20 0.01  0.211
H8 4.33 3.21 0.02  0.361
H9 3.29 3.17 -1.42  0.273
H10 4.11 1.69 -0.89  0.342
H11 3.75 2.38 2.51  0.382
H12 3.34 0.68 2.14  0.260
H13 2.18 1.69 3.02  0.196
H14 1.35 -1.64 0.34  0.311
H15 2.09 -3.31 -1.32  0.351
H16 2.78 -2.61 -3.60  0.343
H17 2.68 -0.20 -4.19  0.327
H18 1.90 1.46 -2.54  0.375
F1 -2.32 3.39 -1.71  -0.394
B1 -2.63 2.96 -0.41  0.129
F2 -3.26 3.98 0.32  -0.372
F3 -3.41 1.79 -0.43  -0.433
F4 -1.37 2.64 0.27  0.012

HOMO-LUMO gap (spin up / spin down) ... 5.5 / 6.2 eV
E_HOMO (spin up / spin down) ... -1.52 / -2.18 eV
<S²> ... 6.02
M ... 615.6 g/mol
Charge ... -2
Multiplicity ... 5

*b*
# C18H18BCl3CrF4N2O5Si

A structure of composition C18H18BCl3CrF4N2O5Si (the ωB97M-V functional and the def2-TZVPD basis, the Open Molecules 2025 dataset).

Each line ends with the Mulliken charge.
Positions of all 53 atoms, in Å:
Cr1 1.32 0.09 1.10  0.668
O1 2.70 -3.32 3.40  -0.693
Cl1 1.62 -2.91 2.55  1.786
O2 1.26 -3.98 1.66  -0.692
O3 2.10 -1.78 1.74  -0.660
O4 0.49 -2.49 3.32  -0.722
Cl2 0.28 4.60 -0.71  -0.290
C1 -0.87 3.52 0.02  0.423
C2 -2.22 3.85 -0.04  -0.597
C3 -3.17 3.01 0.47  0.853
Cl3 -4.86 3.46 0.36  -0.349
C4 -2.80 1.79 1.07  0.192
C5 -3.71 0.85 1.63  -0.941
C6 -3.23 -0.30 2.18  -0.880
C7 -1.85 -0.54 2.18  -0.663
N1 -0.99 0.30 1.67  0.323
C8 -1.43 1.46 1.12  0.468
C9 -0.40 2.32 0.57  0.334
O5 0.82 1.96 0.56  -0.880
H1 -2.51 4.78 -0.50  0.451
H2 -4.77 1.07 1.60  0.372
H3 -3.90 -1.03 2.61  0.409
H4 -1.43 -1.45 2.61  0.412
C10 3.95 -1.25 -0.97  -1.026
Si1 2.25 -1.49 -1.71  -0.133
C11 2.31 -0.88 -3.50  -1.192
C12 1.91 -3.34 -1.84  -1.030
N2 1.10 -0.62 -0.82  0.650
C13 -0.17 -0.39 -1.37  -0.455
C14 -1.23 -1.29 -1.19  -0.162
C15 -2.50 -1.02 -1.67  -0.667
C16 -2.77 0.16 -2.35  -0.465
C17 -1.73 1.06 -2.55  -0.625
C18 -0.46 0.80 -2.07  0.070
H5 4.71 -1.76 -1.58  0.325
H6 4.00 -1.67 0.04  0.233
H7 4.21 -0.19 -0.91  0.231
H8 3.02 -1.46 -4.10  0.352
H9 2.61 0.18 -3.54  0.268
H10 1.33 -0.96 -3.97  0.312
H11 2.68 -3.85 -2.43  0.358
H12 0.94 -3.51 -2.33  0.282
H13 1.87 -3.79 -0.84  0.245
H14 -1.03 -2.20 -0.63  0.538
H15 -3.30 -1.74 -1.49  0.355
H16 -3.77 0.38 -2.70  0.387
H17 -1.92 2.00 -3.06  0.335
H18 0.34 1.52 -2.19  0.366
F1 2.78 2.93 3.24  -0.395
B1 1.83 2.05 3.74  0.359
F2 2.11 1.72 5.07  -0.367
F3 0.54 2.54 3.60  -0.398
F4 1.93 0.80 2.96  -0.075

HOMO-LUMO gap (spin up / spin down) ... 6.3 / 6.6 eV
E_HOMO (spin up / spin down) ... -2.10 / -2.38 eV
<S²> ... 6.01
M ... 615.6 g/mol
Charge ... -2
Multiplicity ... 5

Which is most stable, and by how much? *b*, by 0.0220 hartree.

*a*
# C23H29N3O3

The molecule C23H29N3O3 (the ωB97M-V functional and the def2-TZVPD basis, the Open Molecules 2025 dataset).

Each line ends with the Mulliken charge.
Positions of all 58 atoms, in Å:
C1 -9.34 -2.56 0.49  -1.167
C2 -8.16 -2.32 1.42  -0.441
C3 -6.90 -1.86 0.69  -0.415
C4 -7.06 -0.48 0.05  -0.940
C5 -5.74 -0.04 -0.58  0.603
O1 -5.51 -0.13 -1.76  -0.643
N1 -4.86 0.43 0.35  -0.086
C6 -3.55 0.88 0.17  0.933
C7 -2.95 1.01 -1.08  -0.438
C8 -1.65 1.45 -1.18  -0.249
C9 -0.91 1.77 -0.05  0.210
C10 0.47 2.34 -0.14  0.314
O2 0.73 3.43 0.32  -0.663
N2 1.38 1.59 -0.81  0.156
C11 1.26 0.19 -1.14  -0.620
C12 2.22 -0.62 -0.26  -0.962
N3 3.57 -0.13 -0.46  0.323
C13 4.63 -1.03 -0.34  -0.091
C14 4.66 -2.12 -1.22  -0.174
C15 5.69 -3.04 -1.20  -0.848
C16 6.74 -2.88 -0.32  -0.745
C17 6.74 -1.81 0.56  -0.538
C18 5.69 -0.89 0.58  0.939
O3 5.62 0.15 1.47  -0.332
C19 6.68 0.35 2.37  -1.014
C20 3.69 1.25 -0.07  -0.528
C21 2.74 2.08 -0.94  -1.303
C22 -1.51 1.67 1.20  -0.928
C23 -2.81 1.21 1.31  -0.847
H1 -9.67 -1.64 0.02  0.312
H2 -10.18 -2.98 1.05  0.365
H3 -9.07 -3.27 -0.29  0.302
H4 -8.44 -1.57 2.17  0.311
H5 -7.93 -3.24 1.95  0.310
H6 -6.65 -2.58 -0.09  0.277
H7 -6.07 -1.84 1.40  0.305
H8 -7.80 -0.52 -0.75  0.370
H9 -7.38 0.25 0.79  0.304
H10 -5.17 0.43 1.31  0.205
H11 -3.52 0.76 -1.96  0.545
H12 -1.21 1.57 -2.16  0.454
H13 0.24 -0.15 -0.97  0.555
H14 1.52 0.05 -2.19  0.176
H15 2.17 -1.68 -0.53  0.562
H16 1.92 -0.51 0.79  0.184
H17 3.86 -2.23 -1.93  0.483
H18 5.68 -3.87 -1.89  0.366
H19 7.56 -3.58 -0.30  0.378
H20 7.55 -1.71 1.26  0.380
H21 7.62 0.53 1.85  0.398
H22 6.40 1.23 2.95  0.246
H23 6.79 -0.50 3.05  0.358
H24 4.72 1.59 -0.23  0.457
H25 3.44 1.41 0.99  0.312
H26 2.75 3.12 -0.63  0.529
H27 3.04 1.99 -1.99  0.298
H28 -0.96 1.94 2.08  0.446
H29 -3.27 1.13 2.29  0.305

HOMO-LUMO gap ... 8.4 eV
E_HOMO ... -7.71 eV
M ... 395.5 g/mol

*b*
# C23H29N3O3

The molecule C23H29N3O3 (the ωB97M-V functional and the def2-TZVPD basis, the Open Molecules 2025 dataset).

Each line ends with the Mulliken charge.
Positions of all 58 atoms, in Å:
C1 3.02 -2.29 -2.77  -1.606
C2 1.99 -1.36 -3.40  -0.099
C3 1.88 0.00 -2.72  -0.802
N1 0.56 0.47 -3.11  0.270
C4 -0.05 1.60 -2.68  0.552
O1 -1.17 1.91 -3.04  -0.694
C5 0.76 2.46 -1.73  -0.948
C6 -0.04 3.65 -1.23  0.474
C7 -1.17 3.28 -0.26  -0.773
C8 -0.55 3.44 1.14  -0.336
N2 0.48 4.44 0.91  -0.142
C9 0.89 4.53 -0.39  -0.192
O2 1.83 5.17 -0.79  -0.660
C10 -0.17 -0.56 -3.86  -1.207
C11 0.53 -1.84 -3.41  -0.221
N3 0.14 -2.23 -2.05  0.014
C12 -1.06 -1.98 -1.46  -0.243
O3 -2.10 -1.82 -2.07  -0.663
C13 -1.00 -1.86 0.03  0.644
C14 -1.07 -0.50 0.77  0.385
C15 -0.97 -1.58 1.88  0.669
C16 -0.95 -1.36 3.35  -0.326
C17 0.15 -1.74 4.12  -0.280
C18 0.17 -1.52 5.49  -0.729
C19 -0.91 -0.92 6.11  -0.419
C20 -2.01 -0.53 5.35  -0.723
C21 -2.03 -0.75 3.98  -0.438
C22 0.13 -2.26 1.02  -0.696
C23 -2.02 -2.39 1.06  -0.421
H1 2.87 -2.43 -1.70  0.288
H2 3.01 -3.27 -3.25  0.387
H3 4.02 -1.87 -2.89  0.448
H4 2.26 -1.21 -4.44  0.492
H5 1.96 -0.10 -1.63  0.245
H6 2.67 0.69 -3.04  0.466
H7 1.10 1.85 -0.89  0.280
H8 1.67 2.81 -2.24  0.458
H9 -0.40 4.22 -2.08  0.621
H10 -1.99 4.00 -0.37  0.341
H11 -1.57 2.29 -0.44  0.205
H12 -1.27 3.78 1.88  0.324
H13 -0.11 2.50 1.50  0.173
H14 1.06 4.82 1.64  0.232
H15 -1.23 -0.51 -3.63  0.488
H16 -0.04 -0.43 -4.94  0.419
H17 0.36 -2.66 -4.11  0.472
H18 0.91 -2.33 -1.40  0.170
H19 -0.21 0.16 0.67  -0.278
H20 -2.02 0.04 0.69  0.171
H21 0.99 -2.22 3.63  0.391
H22 1.03 -1.83 6.07  0.398
H23 -0.90 -0.74 7.18  0.388
H24 -2.86 -0.06 5.83  0.387
H25 -2.89 -0.45 3.40  0.387
H26 0.28 -3.32 1.18  0.279
H27 1.07 -1.71 0.94  0.366
H28 -3.02 -1.98 1.00  0.307
H29 -2.02 -3.47 1.22  0.305

HOMO-LUMO gap ... 9.7 eV
E_HOMO ... -9.29 eV
M ... 395.5 g/mol

Which is most stable, and by how much? *a*, by 0.0143 hartree.

*a*
# CH4FN2O

The ion CH4FN2O with charge +1 (the ωB97M-V functional and the def2-TZVPD basis, the Open Molecules 2025 dataset).

Each line ends with the Mulliken charge.
Positions of all 9 atoms, in Å:
N1 1.56 -0.09 -0.08  -0.314
C1 0.28 -0.38 -0.03  0.654
F1 -0.08 -1.60 -0.15  -0.114
N2 -0.79 0.48 0.07  -0.013
O1 -1.98 0.03 -0.10  -0.383
H1 1.98 0.75 0.24  0.242
H2 2.20 -0.75 -0.55  0.271
H3 -0.57 1.42 -0.10  0.259
H4 -2.61 0.13 0.70  0.398

HOMO-LUMO gap ... 11.7 eV
E_HOMO ... -15.92 eV
M ... 79.1 g/mol
Charge ... +1

*b*
# CH4FN2O

The ion CH4FN2O with charge +1 (the ωB97M-V functional and the def2-TZVPD basis, the Open Molecules 2025 dataset).

Each line ends with the Mulliken charge.
Positions of all 9 atoms, in Å:
N1 -0.48 -0.54 1.16  -0.319
C1 -0.36 -0.66 -0.15  0.562
F1 -0.79 -1.74 -0.73  -0.144
N2 0.31 0.29 -0.93  -0.012
O1 0.76 1.48 -0.32  -0.435
H1 -0.23 0.52 1.36  0.350
H2 -1.16 -1.13 1.69  0.316
H3 0.24 0.32 -1.93  0.291
H4 1.71 1.45 -0.13  0.393

HOMO-LUMO gap ... 12.2 eV
E_HOMO ... -16.51 eV
M ... 79.1 g/mol
Charge ... +1

Which is most stable, and by how much? *b*, by 0.0040 hartree.